Molecular formula: C19H70BI2NO31
Method: DFT, wB97M-V/def2-TZVPD

Positions of all 124 atoms, in Å:
C  -1.89419  -2.57155  1.31774
C  -1.07728  -3.79094  1.70743
N  0.28125  -3.84938  1.13389
C  0.35556  -3.60558  -0.25281
C  -0.06941  -4.58352  -1.14507
C  -0.00325  -4.39208  -2.51813
C  0.49192  -3.20659  -3.04394
C  0.89229  -2.20922  -2.16489
C  0.82824  -2.39363  -0.77823
C  1.26310  -1.26685  0.07059
O  1.83082  -1.41112  1.13573
C  0.97075  0.08316  -0.46935
C  0.60866  1.12770  0.38277
B  0.44896  0.97233  1.95731
O  1.53578  1.02650  2.79821
O  -0.79132  0.84531  2.48751
C  0.33111  2.36215  -0.20407
C  0.39552  2.55889  -1.57391
C  0.78648  1.51469  -2.41088
C  0.86388  1.78289  -3.85812
I  -0.81480  1.19627  -4.95106
C  1.86236  2.38035  -4.48883
C  1.94557  2.71591  -5.94590
I  3.54575  2.91077  -3.34678
C  1.05374  0.26364  -1.85775
C  1.39128  -0.91487  -2.68343
O  2.02546  -0.84855  -3.72073
H  -2.01840  -2.47280  0.24181
H  -2.89611  -2.68024  1.73239
H  -1.48304  -1.65815  1.74142
H  -1.59541  -4.71538  1.45904
H  -0.94526  -3.78328  2.78760
H  0.94049  -3.27285  1.63532
H  -0.46193  -5.51083  -0.75800
H  -0.32641  -5.19286  -3.16502
H  0.56518  -3.06897  -4.11119
H  2.32236  0.78589  2.29699
H  -0.80197  1.09671  3.42845
H  0.03134  3.19760  0.41258
H  0.15748  3.53105  -1.98458
H  1.82662  1.83007  -6.56260
H  1.16820  3.44327  -6.17975
H  2.89016  3.19848  -6.16532
O  4.32042  -0.19380  -5.85838
H  4.94284  -0.79907  -5.43900
H  3.57147  -0.16537  -5.25065
O  4.86550  -1.18270  -3.18424
H  3.95846  -0.86087  -3.24847
H  5.17834  -0.93264  -2.31012
O  2.87466  3.32777  1.15535
H  3.82320  3.16553  1.17288
H  2.63062  3.41705  2.08420
O  -0.95862  2.28735  4.87929
H  -0.86178  2.25755  5.83410
H  -1.58879  3.00769  4.75711
O  -2.99697  0.21450  -2.22388
H  -2.94994  1.01971  -1.69720
H  -2.45093  0.41178  -2.99694
O  -4.84471  -0.56626  0.33257
H  -4.79182  0.22842  0.87742
H  -4.31991  -0.35734  -0.44835
O  -5.25962  1.77088  2.69663
H  -4.90867  2.39189  3.34415
H  -5.92353  1.28005  3.19176
O  0.66457  -6.93049  0.79115
H  1.33577  -7.24777  1.39994
H  0.69354  -5.96084  0.83664
O  -3.13910  3.45741  6.16617
H  -3.15047  3.89637  7.02606
H  -3.94186  2.92735  6.16528
O  4.94128  -4.01238  -3.90008
H  5.02117  -3.05304  -3.80061
H  4.98652  -4.14272  -4.85560
O  7.75285  -3.51137  -4.87285
H  8.32264  -4.25314  -4.62540
H  7.02022  -3.56961  -4.24742
O  3.66501  -3.11984  -6.65853
H  3.45004  -2.67472  -5.83196
H  3.96346  -2.40271  -7.22886
O  8.86481  -5.54474  -6.67343
H  9.00166  -5.97794  -7.51977
H  8.14349  -4.92211  -6.84150
O  -4.27599  1.16690  7.47030
H  -4.79888  0.45134  7.08648
H  -3.53147  0.72471  7.88732
O  -5.57706  2.57275  5.54642
H  -5.23738  3.19318  6.19864
H  -6.25191  2.06857  6.01219
O  -0.72421  5.51427  -2.13901
H  -1.11592  5.95391  -1.37463
H  -0.34294  6.23784  -2.64541
O  -7.05297  -0.34889  4.24586
H  -7.60983  -1.13015  4.32184
H  -6.15420  -0.68779  4.32644
O  6.30065  -5.07279  -8.18296
H  5.46138  -4.95930  -7.72349
H  6.08603  -5.60990  -8.95110
O  -8.28611  2.79123  3.97056
H  -7.51175  3.10906  3.49199
H  -8.16856  1.83447  3.99829
O  4.83462  6.07461  -1.27060
H  3.95015  6.05497  -0.88821
H  4.82326  5.36212  -1.91795
O  -10.50226  4.81521  3.03962
H  -9.80431  4.24068  3.37816
H  -11.18621  4.78683  3.71385
O  -2.40203  7.79392  -1.13906
H  -3.31033  8.04063  -1.33903
H  -2.27261  8.07409  -0.22699
O  -6.02094  -1.64928  6.60685
H  -5.57996  -2.35774  7.09151
H  -6.94401  -1.71175  6.87767
O  9.53702  -5.61230  -3.64949
H  10.35952  -5.33649  -4.06662
H  9.45489  -6.54187  -3.88221
O  -6.27041  -4.54836  5.42235
H  -6.22306  -3.60585  5.61521
H  -5.84545  -4.64678  4.56506
O  -2.67532  4.17087  9.12892
H  -1.77411  3.92610  9.35978
H  -3.16667  4.11990  9.95409
O  6.74111  6.08825  1.20804
H  6.77103  5.14219  1.37134
H  6.19302  6.18262  0.41807

- Spin multiplicity: 1
- Gap between HOMO and LUMO: 7.752 eV
- Total energy: -3773.56625 Ha
- Net charge: 0